An isolated ion of composition C20H19N4O6P and charge -2, computed with ωB97M-V with the def2-TZVPD basis set.

Last columns: bonded neighbours and bond lengths (Å).
Atoms and positions in Å:
1 C -1.435 0.719 2.156  C2 1.542, H32 1.162, H33 1.059, H34 1.107
2 C -2.273 0.881 0.871  C1 1.542, C3 1.518, C4 1.499, H35 1.142
3 C -2.559 2.368 0.771  C2 1.518, H36 1.090, H37 1.103, H38 1.051
4 C -1.616 0.371 -0.376  C2 1.499, C5 1.358, C26 1.419
5 C -0.344 0.745 -0.667  C4 1.358, C6 1.368, H39 1.081
6 C 0.283 0.263 -1.784  C5 1.368, C7 1.399, C23 1.383
7 C 1.527 0.797 -2.136  C6 1.399, N8 1.353, N12 1.421
8 N 1.847 1.154 -3.401  C7 1.353, N9 1.327
9 N 3.124 1.515 -3.382  N8 1.327, C10 1.316
10 C 3.536 1.369 -2.141  N9 1.316, O11 1.348, N12 1.337
11 O 4.820 1.755 -2.001  C10 1.348, H40 0.975
12 N 2.642 0.905 -1.262  C7 1.421, C10 1.337, C13 1.449
13 C 2.775 0.790 0.176  N12 1.449, C14 1.358, C22 1.474
14 C 2.134 -0.293 0.686  C13 1.358, C15 1.397, H41 1.129
15 C 2.242 -0.692 2.021  C14 1.397, C16 1.403, H42 1.070
16 C 3.043 0.045 2.906  C15 1.403, C17 1.376, N20 1.426
17 C 3.712 1.138 2.404  C16 1.376, C18 1.421, C22 1.406
18 C 4.406 1.763 3.474  C17 1.421, C19 1.389, H43 1.121
19 C 4.059 1.123 4.658  C18 1.389, N20 1.383, H44 1.144
20 N 3.233 0.067 4.319  C16 1.426, C19 1.383, C21 1.503
21 C 2.395 -0.559 5.399  N20 1.503, H45 1.030, H46 1.029, H47 1.111
22 C 3.587 1.616 1.088  C13 1.474, C17 1.406, H48 1.075
23 C -0.301 -0.689 -2.600  C6 1.383, O24 1.323, C25 1.418
24 O 0.370 -1.201 -3.619  C23 1.323, H49 1.050
25 C -1.621 -1.132 -2.336  C23 1.418, C26 1.415, H50 1.100
26 C -2.257 -0.598 -1.191  C4 1.419, C25 1.415, O27 1.432
27 O -3.544 -1.148 -0.885  C26 1.432, P28 1.602
28 P -4.700 -0.290 -1.588  O27 1.602, O29 1.490, O30 1.493, O31 1.520
29 O -4.827 1.142 -1.197  P28 1.490
30 O -4.515 -0.249 -3.069  P28 1.493
31 O -5.995 -0.981 -1.192  P28 1.520
32 H -0.692 1.612 2.180  C1 1.162
33 H -0.971 -0.231 2.192  C1 1.059
34 H -1.990 0.907 3.095  C1 1.107
35 H -3.282 0.464 1.205  C2 1.142
36 H -1.861 2.972 0.190  C3 1.090
37 H -3.484 2.573 0.205  C3 1.103
38 H -2.620 2.822 1.717  C3 1.051
39 H 0.052 1.503 -0.005  C5 1.081
40 H 5.239 1.906 -2.868  O11 0.975
41 H 1.522 -0.937 -0.009  C14 1.129
42 H 1.666 -1.574 2.212  C15 1.070
43 H 5.084 2.653 3.410  C18 1.121
44 H 4.397 1.439 5.704  C19 1.144
45 H 2.132 0.136 6.113  C21 1.030
46 H 2.858 -1.349 5.867  C21 1.029
47 H 1.382 -0.827 5.030  C21 1.111
48 H 4.295 2.394 0.864  C22 1.075
49 H 1.279 -0.810 -3.974  O24 1.050
50 H -2.291 -1.887 -2.773  C25 1.100

## Properties
E: -48581.1732 eV
Structure (SMILES): CC(C)c1cc(-c2nnc(O)n2-c2ccc3c(ccn3C)c2)c(O)cc1OP(=O)([O-])[O-]
Total charge: -2
Orbital gap: 2.47 eV
Highest occupied orbital energy: 1.07 eV
Energy above the lowest of the compared OMol25 structures with the same formula, charge and spin: 0.0 kcal/mol

The Löwdin scheme yields these atomic charges, measured in e:
1 C -0.0999
2 C -0.3573
3 C -0.1039
4 C -0.1332
5 C -0.0224
6 C -0.1825
7 C -0.2084
8 N 0.0578
9 N 0.0305
10 C -0.4355
11 O 0.0520
12 N 0.1529
13 C -0.1338
14 C -0.0424
15 C 0.0157
16 C -0.1588
17 C -0.2316
18 C -0.0587
19 C -0.0956
20 N -0.0819
21 C -0.0013
22 C 0.0924
23 C -0.2807
24 O 0.0142
25 C 0.1010
26 C -0.1828
27 O -0.1636
28 P -0.1304
29 O -0.4015
30 O -0.4225
31 O -0.4785
32 H 0.0909
33 H 0.0423
34 H 0.0688
35 H 0.1624
36 H 0.0735
37 H 0.0683
38 H 0.0403
39 H 0.1238
40 H 0.1120
41 H 0.1512
42 H 0.1034
43 H 0.1117
44 H 0.1372
45 H 0.0491
46 H 0.0497
47 H 0.1069
48 H 0.1057
49 H 0.1584
50 H 0.1349